Record 1
{"formula": "C2H3BrO", "method": "the ωB97M-V functional and the def2-TZVPD basis", "charge": 0, "energy_ev": -74206.1486, "relative_energy_kj_mol": 604.4, "symbols": ["C", "C", "O", "Br", "H", "H", "H"], "xyz": [[-1.382, 0.586, 0.008], [-1.044, -0.593, -0.113], [1.897, -1.264, 0.027], [2.184, 0.402, -0.073], [-1.503, 1.545, 0.287], [0.876, 0.967, 0.016], [-1.028, -1.643, -0.153]], "atomic_forces_ev_per_a": [[1.728, -5.568, -0.664], [-1.656, 3.491, 0.449], [-0.194, -0.401, -0.001], [0.922, 0.167, -0.041], [-0.556, 2.707, 0.464], [-0.685, 0.198, 0.009], [0.441, -0.594, -0.216]], "mulliken_charge": [-0.2049, -0.5563, -0.5820, 0.3483, 0.4679, 0.1764, 0.3506]}

Record 2
{"formula": "C25H32N5O2Si2Zr", "method": "the ωB97M-V functional and the def2-TZVPD basis", "charge": 1, "energy_ev": -55023.1386, "relative_energy_kj_mol": 373.7, "symbols": ["Zr", "O", "C", "C", "C", "C", "C", "C", "C", "O", "N", "N", "C", "C", "C", "C", "C", "C", "N", "H", "H", "H", "H", "H", "H", "H", "H", "H", "H", "C", "Si", "C", "C", "N", "C", "C", "C", "C", "C", "C", "N", "Si", "C", "C", "C", "H", "H", "H", "H", "H", "H", "H", "H", "H", "H", "H", "H", "H", "H", "H", "H", "H", "H", "H", "H", "H", "H"], "xyz": [[0.038, -0.331, 0.472], [-4.444, -0.500, -0.277], [-4.537, -1.531, 0.586], [-5.823, -1.858, 1.012], [-6.029, -2.902, 1.887], [-4.956, -3.669, 2.341], [-3.683, -3.360, 1.930], [-3.438, -2.279, 1.069], [-2.053, -1.974, 0.713], [-1.791, -0.958, -0.113], [-1.063, -2.683, 1.215], [0.129, -2.391, 0.504], [0.117, -2.907, -0.703], [0.419, -2.107, -1.863], [0.495, -2.671, -3.136], [0.510, -1.848, -4.244], [0.430, -0.474, -4.061], [0.385, 0.022, -2.772], [0.389, -0.754, -1.689], [-3.520, -0.421, -0.552], [-6.646, -1.266, 0.633], [-7.036, -3.127, 2.211], [-5.132, -4.495, 3.015], [-2.834, -3.933, 2.278], [-0.354, -3.877, -0.847], [0.523, -3.748, -3.239], [0.573, -2.266, -5.239], [0.414, 0.204, -4.902], [0.341, 1.090, -2.589], [3.384, -0.586, -1.974], [3.536, -0.005, -0.182], [4.417, 1.652, -0.424], [4.466, -1.448, 0.614], [2.054, 0.237, 0.775], [2.241, 0.592, 2.119], [3.483, 0.883, 2.705], [3.606, 1.233, 4.033], [2.480, 1.308, 4.845], [1.239, 1.056, 4.302], [1.088, 0.707, 2.955], [-0.135, 0.503, 2.351], [-1.714, 1.071, 2.858], [-1.903, 2.514, 4.051], [-2.555, -0.447, 3.613], [-2.198, 1.772, 1.121], [4.418, -0.678, -2.316], [2.896, 0.120, -2.641], [2.940, -1.575, -2.086], [5.203, 1.549, -1.176], [4.874, 2.070, 0.471], [3.703, 2.391, -0.796], [5.340, -1.718, 0.017], [3.810, -2.321, 0.654], [4.801, -1.243, 1.629], [4.375, 0.837, 2.098], [4.586, 1.451, 4.438], [2.581, 1.563, 5.891], [0.348, 1.110, 4.917], [-1.862, 2.184, 5.090], [-2.874, 2.989, 3.895], [-1.132, 3.272, 3.903], [-2.570, -0.344, 4.700], [-1.985, -1.342, 3.373], [-3.588, -0.596, 3.295], [-2.215, 2.861, 1.141], [-3.180, 1.441, 0.785], [-1.443, 1.487, 0.360]], "atomic_forces_ev_per_a": [[1.728, 3.255, 2.942], [0.139, -0.014, -0.057], [0.147, -0.240, 0.205], [-0.018, 0.058, 0.003], [0.003, 0.081, -0.087], [-0.025, -0.121, 0.115], [0.023, 0.027, 0.035], [-0.112, 0.143, -0.065], [-0.157, -0.174, -0.293], [-2.243, -0.989, -0.376], [0.065, -0.769, 0.432], [-0.479, -1.067, -1.888], [-0.060, -0.418, 1.445], [0.552, 0.461, -1.085], [-0.018, -0.157, 0.602], [0.012, 0.459, -0.181], [0.049, -0.382, -0.173], [0.019, 0.159, 0.334], [0.281, -0.786, -1.645], [0.114, 0.086, -0.010], [0.007, -0.009, 0.008], [0.010, -0.033, 0.005], [0.049, -0.004, -0.007], [-0.038, -0.002, 0.021], [-0.217, 0.064, -0.007], [-0.026, 0.001, 0.012], [-0.019, -0.014, 0.005], [-0.001, 0.019, 0.016], [0.031, 0.005, -0.043], [-0.230, -0.020, 0.250], [0.513, -0.009, -0.083], [0.062, -0.300, 0.249], [0.072, 0.447, -0.067], [-0.316, -0.369, -1.110], [0.069, 0.490, 1.372], [-0.219, -0.190, -0.423], [-0.058, 0.054, 0.252], [0.310, 0.020, 0.000], [-0.372, -0.210, -0.302], [1.285, 0.231, 0.238], [-0.163, -0.149, -0.423], [-0.228, 0.269, -0.005], [0.375, -0.245, -0.135], [-0.207, 0.400, -0.285], [-0.405, -0.479, 0.487], [0.032, 0.044, 0.077], [0.017, 0.051, -0.061], [-0.027, -0.032, -0.066], [-0.012, -0.028, -0.004], [-0.023, 0.025, -0.015], [-0.053, -0.045, -0.007], [0.002, 0.003, -0.003], [-0.052, 0.024, -0.028], [0.000, -0.081, -0.008], [0.030, 0.032, 0.111], [-0.007, -0.012, 0.005], [-0.045, 0.026, -0.007], [0.040, 0.022, 0.042], [0.022, 0.021, -0.002], [-0.028, -0.059, -0.065], [-0.017, 0.017, -0.011], [0.062, 0.080, -0.006], [-0.017, -0.037, 0.005], [-0.032, 0.004, 0.011], [0.172, 0.013, 0.083], [0.043, -0.018, -0.234], [-0.410, 0.371, -0.094]], "mulliken_charge": [0.6320, -0.7209, 0.8318, -0.6658, -0.3281, -0.9842, -0.4373, -0.1017, 1.4808, -0.9854, -0.6464, -0.0351, -0.7447, 0.9986, -0.7722, -0.4421, -0.6769, -0.8126, 0.8194, 0.2943, 0.4737, 0.4271, 0.4341, 0.4783, 0.4178, 0.5495, 0.4582, 0.4830, 0.4843, -1.1241, -0.1045, -1.1334, -1.0986, -0.1849, 0.9526, -0.6835, -1.2900, -0.8810, -0.8458, 0.9894, 0.4308, 0.0954, -1.3529, -1.0772, -0.8052, 0.5358, 0.2862, 0.2738, 0.3699, 0.3832, 0.3279, 0.3945, 0.2960, 0.4137, 0.3296, 0.4063, 0.4056, 0.3890, 0.3849, 0.4214, 0.3955, 0.5000, 0.3267, 0.3066, 0.5235, 0.4678, 0.0657]}

Record 3
{"formula": "C3H21NO7", "method": "the ωB97M-V functional and the def2-TZVPD basis", "smiles": "C=CCN.O.O.O.O.O.O.O", "charge": 0, "energy_ev": -19273.6431, "relative_energy_kj_mol": 139.9, "symbols": ["C", "C", "C", "N", "H", "H", "H", "H", "H", "H", "H", "O", "H", "H", "O", "H", "H", "O", "H", "H", "O", "H", "H", "O", "H", "H", "O", "H", "H", "O", "H", "H"], "xyz": [[-0.453, -2.360, 2.629], [-0.233, -1.071, 2.795], [-1.266, -0.014, 2.521], [-2.162, -0.266, 1.385], [0.279, -3.140, 2.761], [-1.335, -2.607, 2.048], [0.667, -0.635, 3.218], [-1.882, 0.086, 3.422], [-0.852, 0.983, 2.369], [-2.829, -0.995, 1.650], [-1.708, -0.834, 0.666], [-0.871, 2.248, -1.956], [-0.433, 1.527, -2.421], [-1.418, 2.687, -2.612], [3.038, 2.014, 0.003], [2.140, 2.231, 0.286], [3.357, 1.341, 0.608], [2.746, 0.348, -2.356], [3.213, -0.290, -1.816], [2.952, 1.259, -2.220], [0.222, -0.304, -1.981], [1.208, -0.169, -1.896], [-0.027, 0.264, -1.234], [0.592, -2.726, -0.059], [0.044, -3.321, -0.595], [0.559, -1.981, -0.673], [-2.367, -1.641, -1.704], [-2.773, -0.873, -1.308], [-1.529, -1.329, -2.063], [0.154, 2.930, 0.639], [-0.024, 2.742, -0.289], [-0.677, 3.247, 0.985]], "atomic_forces_ev_per_a": [[0.094, 0.190, -0.954], [0.174, 0.823, 0.648], [-0.570, 0.091, -0.365], [-0.666, -1.223, -0.249], [0.064, 0.036, 0.256], [-0.128, -0.426, 0.348], [0.224, -0.486, 0.182], [-0.078, 0.037, -0.079], [0.495, -0.151, -0.004], [-0.300, 0.559, 0.380], [0.689, 0.569, 0.006], [-0.015, 0.215, 0.045], [0.033, -0.200, -0.332], [-0.032, 0.095, 0.035], [-0.031, 0.085, -0.283], [0.005, 0.104, 0.285], [-0.062, -0.011, 0.173], [-0.988, -1.535, -1.152], [0.679, 0.683, 0.295], [0.749, 0.642, 0.995], [0.765, 0.489, 1.064], [-0.454, -0.120, -1.068], [-0.601, -0.381, 0.142], [-0.342, -0.255, -0.976], [0.104, -0.341, 0.521], [0.210, 0.534, 0.186], [0.052, -0.470, -0.083], [-0.197, 0.390, 0.144], [0.110, 0.103, -0.036], [0.690, -0.212, 0.022], [-0.379, 0.099, -0.316], [-0.294, 0.071, 0.171]], "mulliken_charge": [-0.7197, -0.1116, -0.3549, -0.6299, 0.3005, 0.1398, 0.3468, 0.3398, 0.1872, 0.2941, 0.2400, -0.6617, 0.3541, 0.2701, -0.6252, 0.3763, 0.3145, -0.7087, 0.3282, 0.3211, -0.7124, 0.3696, 0.3580, -0.5882, 0.3200, 0.2703, -0.6489, 0.3109, 0.3366, -0.6604, 0.3532, 0.2907]}